Density functional theory data (the ωB97M-V functional and the def2-TZVPD basis) for a molecular structure, C24H46F3O22Rb at a distorted geometry.

```
96
Properties=species:S:1:pos:R:3:lowdin_charge:R:1
Rb -1.2988 -3.4211 6.7113 0.366
C 0.1029 -3.9865 0.7500 -0.485
O -0.2276 -2.7235 1.2919 -0.092
O -0.4160 -4.9314 1.6749 -0.296
C -0.4576 -4.2055 -0.7213 -0.584
F 0.0165 -3.3254 -1.5651 0.127
F -0.0018 -5.3694 -1.2865 0.080
F -1.7974 -4.1862 -0.7699 0.128
C 0.5044 -1.5743 0.8441 -0.267
C 0.4491 -0.3780 1.8168 -0.094
H -0.5425 -0.0552 2.1341 0.064
H 1.0686 -0.3643 2.7135 0.065
H 0.5911 0.5584 1.2773 0.058
H 0.1085 -1.2327 -0.1123 0.101
H 1.5848 -1.6605 0.7277 0.106
H 1.1852 -4.0397 0.6323 0.120
O -4.3632 1.1721 9.0651 -0.351
C -4.2882 2.4792 8.5991 -0.428
C -3.9271 3.7353 9.6192 -0.432
O -2.8375 3.7753 10.5081 -0.376
H -5.2655 2.6274 8.1399 0.048
H -3.6344 2.5849 7.7333 0.053
H -4.8112 3.9564 10.2172 0.050
H -3.9435 4.6100 8.9691 0.044
C -7.1302 -5.6709 -5.6648 -0.044
O -6.1984 -4.8095 -6.3274 -0.042
C -6.3358 -3.4538 -6.1731 -0.593
O -7.3758 -2.9739 -5.7443 0.096
O -5.3900 -2.7895 -6.7521 0.016
C -5.5032 -1.3730 -6.9694 -0.014
H -6.4525 -6.4555 -6.0014 0.097
H -8.0962 -5.8376 -6.1413 0.091
H -7.1631 -5.5057 -4.5878 0.103
H -4.8263 -1.2613 -7.8164 0.096
H -5.1622 -0.8128 -6.0987 0.100
H -6.5157 -1.0427 -7.2015 0.095
C 4.0422 8.5524 -1.8210 -0.051
O 4.1103 7.5133 -2.7211 0.045
C 4.0827 6.3011 -2.3993 -0.648
O 4.2092 5.8105 -1.2768 0.117
O 3.6670 5.6457 -3.4806 0.015
C 3.9696 4.2638 -3.5797 -0.059
H 4.3206 9.4747 -2.3308 0.097
H 4.7615 8.3983 -1.0166 0.099
H 3.1068 8.7450 -1.2956 0.105
H 3.6330 3.5274 -2.8500 0.101
H 5.0481 4.2149 -3.7298 0.094
H 3.7556 3.7636 -4.5242 0.086
C -2.3412 7.0400 2.1159 -0.010
O -3.7983 6.7926 2.1352 -0.043
C -4.6420 7.6977 2.7025 -0.630
O -4.3017 8.7306 3.1626 0.150
O -5.8583 7.2139 2.8248 0.015
C -6.3849 6.0882 2.1136 -0.029
H -2.1036 8.1038 2.1201 0.079
H -1.8798 6.4573 1.3186 0.093
H -1.9258 6.8835 3.1114 0.094
H -6.9294 6.3393 1.2033 0.092
H -7.0698 5.5747 2.7884 0.094
H -5.5873 5.3527 2.0084 0.093
C -3.7543 -6.6029 -13.7332 -0.057
O -2.7164 -6.5100 -12.7622 -0.031
C -2.5684 -7.4075 -11.7203 -0.522
O -3.2831 -8.4153 -11.4823 0.065
O -1.5847 -6.9883 -10.9454 -0.010
C -1.1218 -7.5998 -9.6961 0.001
H -3.8754 -7.5974 -14.1627 0.087
H -3.6312 -5.9353 -14.5860 0.092
H -4.6855 -6.4644 -13.1839 0.095
H -0.1521 -7.1166 -9.5765 0.091
H -1.0700 -8.6866 -9.7615 0.094
H -1.6281 -7.3219 -8.7717 0.094
C 8.2048 -9.4918 6.3870 -0.073
O 8.6830 -8.9022 5.1895 -0.001
C 7.8002 -8.1730 4.4486 -0.501
O 6.5356 -8.1813 4.5278 0.065
O 8.4649 -7.2659 3.7183 -0.009
C 7.7891 -6.1795 3.0715 -0.032
H 8.6829 -10.3489 6.8611 0.086
H 7.1657 -9.8161 6.4446 0.093
H 8.3459 -8.7644 7.1865 0.093
H 8.1516 -5.2721 3.5545 0.094
H 6.7060 -6.2552 2.9757 0.100
H 8.1479 -6.0208 2.0545 0.086
C 3.6327 9.0055 5.2610 0.033
O 4.3554 7.6593 5.2276 -0.017
C 4.1738 6.8267 6.2467 -0.577
O 3.8810 7.0731 7.4090 0.100
O 4.5588 5.5465 5.8718 -0.033
C 4.3112 4.4389 6.8256 -0.032
H 2.6038 8.6769 5.1147 0.095
H 3.9828 9.5295 4.3717 0.082
H 3.7823 9.6331 6.1396 0.088
H 4.8529 4.5502 7.7649 0.084
H 4.4287 3.4270 6.4380 0.087
H 3.2960 4.4061 7.2210 0.090
```

Computed properties:
DFT total energy   -79474.3000 eV
HOMO energy   0.71 eV
LUMO level   2.39 eV
Charge   -2